(1)
Computed, not measured: a cluster of 2 separate species, C4H8O2 in total, with ωB97M-V/def2-TZVPD.

Computed properties:
ΔE to the lowest compared entry with this formula, charge and spin (kcal/mol): 57.87
Net charge: 0
SMILES string: C=C/C=C/O.O

Geometry as XYZ:
```
14
Properties=species:S:1:pos:R:3:forces:R:3:mulliken_charge:R:1
H 1.3925 -0.8386 0.1703 -0.08 -0.24 -0.44 0.4023
H -1.8349 -1.4089 -2.7146 0.26 -0.02 0.08 0.3131
H 2.0351 0.1180 2.6441 0.31 -0.17 -0.12 0.2671
H -0.0719 1.8834 -0.2420 -0.61 -0.15 0.16 0.3453
O 0.7173 0.6772 -1.7793 0.12 0.08 0.54 -0.4810
H -1.7135 -1.4394 -1.1698 0.26 0.04 -0.12 0.3207
C 0.3370 0.9112 -0.4641 1.62 -1.71 -1.25 -0.1006
H -0.9637 0.0448 1.8736 0.09 -0.03 0.26 0.3398
C 0.1163 0.0316 1.7876 1.74 -0.13 -0.99 -0.1871
H 0.3855 1.3463 -2.3616 -0.24 0.65 -0.36 0.3209
O -2.3333 -1.3498 -1.8977 -0.47 0.04 0.06 -0.6388
H 0.6137 0.0803 3.8228 0.17 0.03 -0.08 0.2563
C 0.9745 0.0596 2.7959 -1.15 0.12 1.07 -0.6507
C 0.7129 -0.0390 0.3989 -2.05 1.50 1.19 -0.5073
```
Forces are in eV/Å.

(2)
Computed, not measured: the molecule C4H8O2, with ωB97M-V/def2-TZVPD.

Computed properties:
ΔE to the lowest compared entry with this formula, charge and spin (kcal/mol): 45.05
Net charge: 0
SMILES string: C[C@H]1O[C@H]1CO

Geometry as XYZ:
```
14
Properties=species:S:1:pos:R:3:forces:R:3:mulliken_charge:R:1
H -1.7006 -1.1425 -0.6413 0.04 0.00 0.17 0.3571
C 0.6680 0.2300 0.0031 -0.05 0.31 -0.03 -0.1276
O 0.9270 -1.1715 -0.0974 0.14 -0.16 -0.09 -0.4438
H 1.8352 0.5876 -2.1682 -0.04 0.12 -0.11 0.3056
H -0.5142 0.2781 -1.7970 0.16 0.10 0.11 0.2858
O 1.2528 1.3491 -2.0525 0.24 -0.18 -0.06 -0.5184
C -0.1138 -0.7407 0.7734 -0.22 0.03 0.16 0.2416
C 0.1758 0.9286 -1.2400 -0.30 -0.07 0.23 -0.4519
H -2.2483 -0.5138 0.9285 0.11 -0.08 -0.04 0.2832
C -1.5201 -1.1672 0.4360 0.00 -0.01 -0.06 -1.2962
H -0.3652 1.8394 -0.9603 0.05 -0.13 -0.01 0.2566
H 0.1427 -0.8255 1.8326 -0.02 -0.02 -0.18 0.3993
H -1.6943 -2.1905 0.7841 0.03 0.14 -0.04 0.3312
H 1.4554 0.7783 0.5257 -0.13 -0.05 -0.05 0.3775
```
Forces are in eV/Å.

(3)
Computed, not measured: the molecule C4H8O2, with ωB97M-V/def2-TZVPD.

Computed properties:
ΔE to the lowest compared entry with this formula, charge and spin (kcal/mol): 38.36
Net charge: 0
SMILES string: COCCC=O

Geometry as XYZ:
```
14
Properties=species:S:1:pos:R:3:forces:R:3:mulliken_charge:R:1
C 1.4726 -0.1764 0.9375 0.29 0.08 -0.06 -0.6695
H 2.2269 -0.6184 1.5914 -0.10 0.06 -0.07 0.2482
H 1.5440 0.9215 1.0000 -0.02 -0.16 0.03 0.3013
H -2.0564 0.2439 -0.9502 0.10 -0.05 0.03 0.3408
O 0.2169 -0.6351 1.3768 -0.04 -0.09 0.06 -0.3450
H -0.7611 1.1388 0.9716 0.03 -0.13 -0.03 0.3604
H 0.2464 1.3636 -1.3894 -0.03 -0.07 -0.06 0.3722
O 0.4230 -0.2905 -2.5264 -0.24 0.27 0.36 -0.4795
C -0.0608 0.3141 -1.6000 0.09 -0.13 -0.22 -0.1280
C -1.1098 -0.2406 -0.6677 0.02 -0.12 -0.07 -0.3460
H 1.6912 -0.4832 -0.0937 -0.01 0.02 0.15 0.2659
C -0.8725 0.0509 0.8164 -0.22 0.15 -0.06 -0.4906
H -1.2105 -1.3141 -0.8493 0.00 0.10 0.03 0.2667
H -1.7499 -0.2746 1.3829 0.11 0.07 -0.09 0.3030
```
Forces are in eV/Å.